C24H58O29 | ωB97M-V/def2-TZVPD

Geometry as XYZ:
```
111
C24H58O29, DFT ωB97M-V/def2-TZVPD
O -5.750 -1.437 1.310
H -5.371 -1.987 2.012
H -5.409 -1.961 0.549
O -4.522 -2.768 -1.053
H -3.654 -2.662 -0.586
H -4.267 -2.881 -1.989
O -5.189 1.630 2.026
H -5.796 1.416 2.714
H -5.264 0.840 1.489
O -3.770 -3.475 -3.767
H -3.947 -4.040 -4.508
H -3.078 -2.877 -4.067
O -5.230 4.584 1.811
H -5.160 3.624 1.759
H -5.801 4.727 2.534
C 4.838 -4.037 0.694
O 3.703 -4.842 0.268
C 3.093 -4.424 -0.881
O 3.463 -3.580 -1.637
O 1.997 -5.195 -1.122
C 1.901 -6.542 -0.481
H 4.971 -4.170 1.766
H 4.813 -2.960 0.456
H 5.698 -4.429 0.297
H 2.736 -7.290 -0.552
H 0.987 -6.955 -0.950
H 1.675 -6.310 0.604
C 3.198 3.683 2.185
O 1.877 3.913 1.869
C 0.912 3.086 2.426
O 1.060 2.325 3.356
O -0.263 3.179 1.776
C -0.474 4.037 0.648
H 3.279 3.441 3.285
H 3.830 4.532 2.028
H 3.542 2.885 1.525
H -1.570 4.009 0.607
H -0.097 3.629 -0.236
H -0.051 5.008 0.832
C 3.403 -0.237 -1.003
O 4.476 0.211 -1.806
C 4.127 1.389 -2.332
O 3.279 2.128 -2.006
O 5.002 1.672 -3.318
C 4.796 3.041 -3.741
H 3.255 0.357 -0.108
H 3.594 -1.287 -0.712
H 2.436 -0.180 -1.575
H 3.808 3.157 -4.256
H 5.537 3.170 -4.493
H 4.950 3.740 -2.892
C -0.172 -4.185 -3.028
O 0.416 -2.941 -2.787
C -0.126 -1.927 -3.437
O -1.086 -1.977 -4.149
O 0.481 -0.767 -3.132
C -0.035 0.374 -3.844
H 0.566 -4.823 -3.569
H -1.095 -4.086 -3.459
H -0.356 -4.598 -2.051
H -1.120 0.194 -3.996
H 0.401 0.395 -4.833
H 0.079 1.288 -3.329
C 4.304 -0.196 2.587
O 5.228 -0.764 1.597
C 5.989 0.173 0.982
O 6.009 1.369 1.234
O 6.725 -0.435 0.065
C 7.559 0.378 -0.686
H 4.206 -1.009 3.289
H 3.424 0.188 2.028
H 4.776 0.647 2.962
H 8.639 0.250 -0.458
H 7.244 1.435 -0.656
H 7.409 0.022 -1.749
C -5.077 2.234 -1.813
O -4.664 3.625 -2.000
C -3.403 3.775 -2.419
O -2.659 2.907 -2.731
O -2.995 5.078 -2.438
C -3.588 6.002 -1.526
H -4.736 1.887 -0.815
H -4.644 1.617 -2.673
H -6.137 2.210 -1.794
H -2.834 6.379 -0.858
H -4.259 5.587 -0.848
H -4.126 6.765 -2.124
C -4.919 -0.544 5.777
O -4.571 -0.949 4.473
C -3.386 -0.551 3.916
O -2.879 -1.269 3.096
O -2.811 0.457 4.478
C -1.501 0.823 3.793
H -4.791 0.560 5.892
H -4.392 -1.133 6.513
H -6.009 -0.789 5.765
H -1.005 1.562 4.416
H -1.574 1.226 2.774
H -0.945 -0.072 3.760
C -1.782 0.322 -0.667
O -0.851 -0.471 0.099
C -0.948 -1.738 0.287
O -1.827 -2.498 -0.141
O -0.042 -2.140 1.234
C -0.343 -3.351 2.022
H -2.828 0.146 -0.272
H -1.890 -0.027 -1.699
H -1.412 1.333 -0.495
H -1.407 -3.535 2.075
H -0.001 -3.158 3.039
H 0.196 -4.159 1.563
```

charge = 0
spin multiplicity = 1

---

C24H59BFIN3OP | ωB97M-V/def2-TZVPD

Geometry as XYZ:
```
91
C24H59BFIN3OP, DFT ωB97M-V/def2-TZVPD
C 3.139 -5.456 -0.044
P 2.695 -5.899 -1.824
O 3.596 -7.272 -2.326
B 0.816 -6.332 -1.781
C 0.324 -7.846 -2.018
C 0.062 -8.652 -0.701
F 0.064 -10.032 -0.995
C -0.169 -5.069 -1.499
C -1.614 -5.469 -1.049
C -2.682 -5.695 -2.183
I -1.983 -5.650 -4.222
H 4.200 -5.665 0.213
H 2.926 -4.364 0.084
H 2.432 -5.979 0.643
H 3.929 -7.011 -3.191
H -0.571 -7.956 -2.673
H 1.166 -8.380 -2.539
H -0.980 -8.441 -0.360
H 0.794 -8.460 0.111
H -0.128 -4.313 -2.318
H 0.306 -4.554 -0.611
H -1.994 -4.629 -0.407
H -1.603 -6.358 -0.368
H -3.183 -6.679 -2.008
H -3.501 -4.942 -2.077
C -1.833 -4.949 3.531
C -0.839 -3.926 3.001
N -1.454 -2.735 2.433
C -0.505 -1.885 1.724
C 0.613 -1.226 2.534
C -2.394 -2.032 3.297
C -1.873 -1.508 4.638
H -2.524 -5.272 2.750
H -1.296 -5.830 3.891
H -2.412 -4.562 4.372
H -0.255 -4.422 2.217
H -0.131 -3.675 3.804
H -1.054 -1.109 1.184
H -0.037 -2.493 0.940
H 0.247 -0.372 3.103
H 1.383 -0.843 1.857
H 1.103 -1.920 3.218
H -3.240 -2.697 3.494
H -2.834 -1.200 2.739
H -1.225 -2.225 5.145
H -2.716 -1.304 5.304
H -1.330 -0.571 4.522
C 4.304 5.522 0.805
C 3.181 4.692 0.200
N 3.354 3.254 0.358
C 2.401 2.475 -0.423
C 0.919 2.591 -0.059
C 3.568 2.784 1.720
C 2.478 3.084 2.750
H 5.270 5.255 0.374
H 4.126 6.581 0.603
H 4.361 5.409 1.890
H 3.150 4.925 -0.869
H 2.224 5.034 0.620
H 2.691 1.420 -0.395
H 2.514 2.766 -1.474
H 0.680 2.022 0.840
H 0.308 2.176 -0.865
H 0.602 3.625 0.086
H 4.511 3.203 2.084
H 3.748 1.704 1.699
H 2.087 4.099 2.666
H 2.886 2.977 3.759
H 1.646 2.384 2.672
C -0.229 7.068 -0.886
C -0.881 6.016 -1.773
N -2.335 6.060 -1.782
C -2.937 4.908 -2.442
C -2.684 4.726 -3.941
C -2.930 7.348 -2.114
C -2.589 7.960 -3.475
H -0.567 6.980 0.148
H 0.856 6.935 -0.898
H -0.429 8.083 -1.235
H -0.567 5.038 -1.397
H -0.467 6.107 -2.787
H -4.016 4.918 -2.265
H -2.578 4.008 -1.930
H -3.291 5.407 -4.538
H -2.964 3.712 -4.240
H -1.636 4.863 -4.209
H -2.650 8.065 -1.336
H -4.018 7.270 -2.024
H -1.532 7.859 -3.727
H -2.820 9.029 -3.465
H -3.180 7.519 -4.276
```

charge = 0
spin multiplicity = 1

---

Values of DFT total energy, in order: -3131.20441; -1953.02492, all in hartree.